1.
This record from the Open Molecules 2025 dataset describes a structure of composition C40H45BrN5O2Pt. The level of theory is the ωB97M-V functional and the def2-TZVPD basis.

Geometry as XYZ:
```
94
Properties=species:S:1:pos:R:3:forces:R:3:mulliken_spin:R:1
Pt -17.6659 7.0040 5.5744 -3.030 -1.376 -0.008 0.170
Br -21.1918 6.5389 -0.1555 0.071 0.082 -0.593 0.000
O -17.3899 2.8466 5.4180 0.700 -0.383 0.041 0.077
O -21.5167 8.4262 6.4504 -0.081 0.417 0.178 0.050
N -16.7586 5.1150 5.4674 -0.195 -0.824 -0.344 0.005
N -14.3044 9.3399 5.5784 0.905 0.933 1.194 0.001
N -19.2659 5.8311 5.6591 1.558 1.115 0.429 0.337
N -19.1729 8.2799 6.3829 0.187 0.045 0.092 -0.003
N -16.1115 8.1800 5.2512 1.819 1.013 -0.215 0.184
C -15.4508 8.9040 6.1447 -0.280 -0.745 -0.934 0.016
C -21.3855 4.1819 6.0497 -1.480 -1.670 0.065 0.319
C -19.5913 11.6187 4.5974 -0.617 0.082 -0.277 0.004
C -18.1060 6.1713 2.5110 -0.239 1.497 0.667 -0.055
C -21.5696 5.5499 6.1187 1.278 1.866 0.398 -0.083
C -13.7802 4.3989 7.5527 -1.449 0.467 0.159 0.006
C -19.3348 8.1328 3.1197 -0.115 -0.023 -0.120 -0.105
C -12.7999 4.3686 6.6054 0.462 0.188 0.053 0.005
C -19.7756 10.2437 9.4002 -0.050 0.410 0.423 -0.001
C -15.4198 4.8257 5.8438 -0.756 -0.144 -0.366 -0.023
C -19.0523 4.5049 5.5541 -1.248 -1.990 -0.251 0.300
C -18.4119 7.1626 3.4823 0.461 -0.526 -0.898 0.535
C -14.2280 8.8945 4.2883 0.155 0.423 -1.215 0.001
C -19.6509 7.8219 9.3628 -0.327 -0.041 1.940 0.018
C -19.4401 9.1234 8.6515 0.513 0.985 -1.075 -0.039
C -14.6871 4.6428 3.3574 -0.694 1.320 -0.400 0.009
C -18.7521 6.1493 1.2897 -0.523 -0.608 -0.046 0.020
C -15.1397 4.6529 7.2120 2.326 -1.211 -0.072 -0.019
C -19.0103 9.3352 7.3181 -0.968 0.515 -1.546 0.029
C -21.1613 7.4770 9.5388 0.182 -0.089 -0.650 0.015
C -18.7942 10.6590 6.7891 -0.432 -0.106 2.406 -0.024
C -16.1619 4.5093 8.3061 -1.282 0.888 -0.129 0.036
C -14.4171 4.6925 4.8475 0.231 -0.133 0.654 0.008
C -17.6654 4.0415 5.4552 -0.297 1.390 -0.117 0.051
C -19.8457 6.9858 1.0947 0.224 0.665 0.323 -0.032
C -20.4601 6.3662 5.9587 -2.023 -0.580 -0.212 0.171
C -18.7919 6.6129 9.0175 -0.325 -0.487 -0.506 -0.015
C -15.7986 5.3439 9.5478 -0.091 0.528 0.159 -0.001
C -15.3710 8.2053 4.0616 -0.495 -0.478 0.864 -0.002
C -17.2674 12.0993 5.3826 0.722 0.933 -0.143 0.001
C -16.4971 3.0599 8.7481 -0.802 0.743 -1.107 -0.003
C -19.0606 11.7143 7.6476 -0.243 0.226 0.927 -0.001
C -13.5593 5.2219 2.4870 0.395 -0.646 -0.557 0.000
C -13.1177 4.5346 5.2811 -0.095 -0.033 -0.653 -0.002
C -18.4082 11.0816 5.4112 0.612 -0.992 -1.074 -0.009
C -20.0733 8.0734 1.9365 0.420 -0.941 -0.138 0.027
C -20.4862 7.8009 6.2510 1.494 -0.055 0.065 -0.010
C -20.1713 3.6554 5.6736 1.984 -0.074 -0.261 -0.156
C -15.1216 3.2725 2.8513 -0.828 -0.877 1.227 0.000
C -19.5814 11.5416 8.9527 0.040 -0.490 -1.462 0.006
H -15.5164 5.3487 3.2343 -0.163 -0.314 -0.143 -0.001
H -13.5308 4.2877 8.5945 0.115 -0.201 0.186 -0.001
H -20.3691 10.8511 4.5291 0.098 0.026 -0.060 -0.004
H -21.7138 8.3417 9.9567 0.316 -0.504 -0.057 -0.001
H -17.8334 6.8665 8.5289 -0.577 0.002 0.147 0.055
H -21.5890 7.3003 8.5317 0.022 -0.218 0.699 -0.007
H -16.5701 2.3963 7.8851 -0.006 0.036 0.016 -0.001
H -15.8116 9.0744 7.1524 0.322 0.065 -0.154 -0.002
H -16.9370 12.2830 4.3557 -0.159 -0.269 -0.177 0.000
H -19.9571 12.3969 9.4843 0.103 0.161 0.343 0.001
H -17.5985 13.1183 5.7000 0.270 -0.796 0.176 0.000
H -15.9779 2.8642 3.4407 0.430 0.583 -0.285 -0.003
H -18.4651 5.4010 0.5519 -0.341 0.037 0.129 0.006
H -17.0666 4.9655 7.8298 0.359 -0.506 0.728 0.039
H -20.2836 10.0147 10.3417 0.332 0.476 -0.021 0.000
H -20.8161 8.8127 1.6768 -0.217 -0.044 0.196 0.004
H -15.7030 6.4123 9.2855 -0.050 -0.330 0.075 0.007
H -11.7716 4.2297 6.8714 0.431 -0.084 0.258 0.000
H -17.3629 5.4336 2.7069 0.435 -0.455 0.166 0.028
H -19.3138 11.9270 3.5676 0.062 -0.296 0.536 0.000
H -12.7114 4.5306 2.4504 0.181 0.111 0.288 0.000
H -18.0572 10.1635 4.9082 -0.056 0.320 -0.078 0.010
H -22.2196 3.5277 6.3463 0.427 0.188 -0.462 0.037
H -16.3245 11.8203 5.9141 -0.945 0.060 0.014 0.000
H -13.7933 5.3186 1.4086 -0.545 -0.004 0.565 0.000
H -15.7170 7.6750 3.1840 0.025 0.187 0.188 0.005
H -15.4421 3.2867 1.8156 0.189 0.097 -0.303 -0.001
H -17.4706 3.0567 9.2587 0.209 0.043 -0.102 0.000
H -14.3535 2.5048 3.0150 0.212 0.303 -0.307 0.000
H -19.5726 8.9197 3.8038 -0.017 0.417 0.346 0.048
H -18.9386 12.7096 7.2182 -0.139 -0.049 0.461 0.000
H -12.3521 4.5454 4.5292 0.437 -0.217 -0.076 0.000
H -18.5548 6.0772 9.9474 -0.107 0.055 -0.268 -0.007
H -21.2636 6.5889 10.2063 -0.064 0.594 -0.546 0.000
H -16.5559 5.2768 10.3552 0.319 -0.112 -0.547 0.001
H -19.9920 2.5931 5.4675 -0.150 0.395 0.460 -0.010
H -20.0968 12.4843 5.0585 0.419 -0.185 0.090 0.000
H -22.4874 6.0200 6.4244 -0.243 0.036 -0.063 -0.005
H -19.3493 8.0786 10.4129 -0.028 -0.093 -0.686 0.000
H -13.5836 9.8690 6.0775 -0.621 -0.379 -0.478 0.000
H -13.2150 6.1939 2.8249 0.076 0.132 0.212 0.000
H -13.4665 9.1969 3.5473 -0.426 -0.284 0.965 0.000
H -15.7732 2.6864 9.4291 0.870 -0.366 0.628 0.000
H -19.3650 5.9152 8.3720 0.538 0.303 0.130 -0.013
H -14.8389 5.0523 9.9887 -0.122 -0.131 -0.088 0.000
```
Forces are in eV/Å.

Energy: -127045.6890 eV
⟨S²⟩: 2.03
HOMO energy (alpha / beta): -1.79 / -4.73 eV
2S+1: 3
Net charge: -1
LUMO (alpha / beta): 1.88 / 1.88 eV



2.
This record from the Open Molecules 2025 dataset describes a structure of composition C40H45IIrN3O3P. The level of theory is the ωB97M-V functional and the def2-TZVPD basis.

Geometry as XYZ:
```
94
Properties=species:S:1:pos:R:3:forces:R:3:lowdin_charge:R:1
Ir 1.5011 0.2673 -1.4569 0.177 1.435 -1.435 1.415
I -3.6481 -0.3715 -4.5812 0.105 0.035 -0.006 0.950
P -0.8906 0.1240 1.0195 -0.622 0.376 0.785 0.891
O 1.7618 2.8147 -1.2463 -0.547 -0.114 -0.111 0.008
O 0.2372 -0.1428 0.0425 0.776 -0.199 -0.835 -0.447
O 3.7689 -0.1202 1.5006 -0.245 0.238 0.071 0.137
N 0.3398 0.4226 -3.2618 -0.075 -0.206 0.463 -0.093
N 2.7752 1.1783 -0.1370 -0.030 -1.927 0.224 -0.033
N 3.8130 -8.8761 -4.5325 0.031 -0.129 -0.049 0.170
C -1.7401 1.6988 0.6521 0.164 -0.196 0.024 -0.316
C -3.0780 1.8864 1.4147 -0.071 0.000 0.052 -0.174
C -4.2488 2.1062 0.4595 -0.053 0.033 0.078 -0.192
C 0.7823 1.4495 2.7737 0.058 -0.090 -0.239 -0.185
C 0.2004 2.5933 3.5846 0.098 0.147 0.091 -0.177
C -0.4338 0.6779 5.1290 -0.039 -0.002 0.024 -0.175
C -4.0031 3.3000 -0.4596 -0.064 0.020 0.021 -0.175
C -2.6082 3.2476 -1.1115 0.040 0.014 -0.083 -0.164
C -2.4065 -1.6035 -0.5180 0.035 0.139 -0.120 -0.198
C 0.0891 1.7393 -5.2268 0.194 -0.018 0.081 -0.020
C 3.2275 -6.5125 -3.6905 -0.064 0.319 0.071 -0.225
C -1.2063 1.2768 -5.3903 -0.037 -0.060 0.008 -0.094
C -2.8353 -3.0585 -0.6596 -0.021 -0.018 -0.008 -0.177
C -1.5271 -2.5182 1.6769 0.115 -0.086 0.063 -0.176
C -0.7328 -3.3996 0.7176 0.018 -0.066 0.021 -0.182
C 4.1494 4.0527 3.1995 -0.004 -0.037 0.005 -0.045
C -2.0575 -1.2669 0.9485 -0.096 0.077 -0.022 -0.318
C 3.6182 2.3156 1.6885 0.015 0.017 -0.101 -0.108
C -0.1709 0.2336 2.6967 -0.083 -0.025 -0.322 -0.318
C -1.9085 1.9183 -0.8517 0.006 -0.055 -0.235 -0.211
C 3.5396 4.9772 2.3560 0.014 0.063 0.066 -0.054
C -0.8952 -0.0527 -3.4343 0.086 -0.255 0.140 -0.199
C 2.4685 2.4686 -0.2930 0.019 0.694 0.103 -0.487
C 3.5467 -4.1348 -3.7940 -0.160 -0.006 0.140 -0.014
C -1.1710 0.2386 3.8649 -0.056 0.037 -0.009 -0.180
C 4.1998 2.6960 2.8783 -0.040 0.070 -0.142 0.013
C 3.8807 -5.4016 -4.2273 -0.083 -0.109 0.055 -0.013
C 2.2003 -2.6572 -2.3856 -0.151 0.659 0.133 -0.094
C -1.7034 0.3620 -4.4748 -0.120 -0.013 -0.028 -0.696
C 2.9605 4.5868 1.1523 0.076 -0.096 -0.025 0.014
C 1.9303 -1.5299 -2.0275 -0.107 0.006 0.818 -0.175
C 3.4242 0.9500 1.0773 0.622 -0.156 0.228 -0.422
C -1.6644 -3.9985 -0.3464 -0.009 -0.033 -0.001 -0.179
C -0.0216 2.1578 5.0376 -0.053 0.000 0.021 -0.173
C 3.0204 3.2438 0.8414 0.074 0.101 0.050 -0.104
C 1.9231 -5.0846 -2.2704 0.081 0.187 -0.036 -0.016
C 2.5595 -3.9628 -2.8151 0.143 -0.443 -0.232 -0.244
C 3.5549 -7.8228 -4.1570 0.055 -0.176 -0.039 -0.183
C 2.2508 -6.3509 -2.7077 0.119 -0.045 -0.085 -0.013
C 0.8362 1.2990 -4.1505 -0.066 -0.119 0.124 -0.098
H -4.1018 4.2173 0.1244 -0.016 0.004 -0.011 0.114
H 4.0452 -3.2690 -4.2060 -0.003 0.019 -0.003 0.119
H -1.9740 4.0473 -0.7216 0.015 0.016 0.000 0.118
H -1.6166 -0.7482 3.9927 -0.008 -0.019 0.007 0.112
H -3.3016 1.0331 2.0559 -0.007 0.041 0.018 0.084
H -0.7435 2.9204 3.1422 -0.059 0.017 -0.016 0.099
H 0.4317 -0.6811 2.7571 0.008 0.072 0.003 0.129
H -1.1037 -4.2040 -1.2606 0.027 0.018 -0.011 0.098
H 1.1755 -4.9517 -1.5006 -0.013 0.017 0.008 0.102
H 0.8735 3.4569 3.5409 -0.075 -0.103 -0.006 0.114
H -3.6735 -3.2531 0.0140 -0.014 0.012 0.005 0.119
H -2.0538 -4.9568 0.0006 -0.007 -0.017 -0.010 0.115
H -0.2328 -4.1958 1.2700 0.023 0.020 -0.003 0.118
H 4.6690 1.9709 3.5274 0.014 -0.026 0.048 0.129
H -2.3810 -3.0786 2.0654 0.002 0.003 -0.001 0.128
H -1.2274 -0.7855 -2.7094 0.019 0.184 -0.226 0.077
H -2.9598 -0.9094 1.4553 0.034 -0.064 0.024 0.122
H 0.4490 0.0457 5.2558 0.000 -0.017 0.011 0.120
H 1.7618 -7.2203 -2.2917 -0.010 -0.016 -0.005 0.124
H 0.5244 2.4456 -5.9177 -0.011 0.002 -0.037 0.123
H 4.6403 -5.5405 -4.9835 0.009 -0.013 -0.008 0.124
H -1.0623 0.5143 6.0040 0.017 -0.011 0.016 0.115
H 1.7217 1.1298 3.2286 -0.038 -0.012 -0.014 0.123
H -2.6798 3.4122 -2.1890 0.010 0.008 0.041 0.111
H 1.8490 1.6491 -3.9768 -0.103 0.057 -0.010 0.122
H -0.9277 1.9297 -1.3268 0.057 -0.011 -0.050 0.081
H -0.7899 2.7864 5.4905 0.000 0.006 0.017 0.113
H -1.9926 0.9350 3.6813 0.029 -0.018 0.010 0.101
H -2.4832 1.1032 -1.3024 0.048 0.022 -0.022 0.093
H -3.2071 -3.2346 -1.6693 -0.020 -0.013 -0.016 0.111
H 2.4947 5.3000 0.4872 -0.032 0.025 -0.008 0.125
H -5.1585 2.2694 1.0396 0.006 -0.038 -0.007 0.120
H 4.5886 4.3974 4.1257 0.015 0.005 0.016 0.113
H -1.0220 2.4572 0.9817 0.013 0.003 0.080 0.116
H -1.8120 1.6145 -6.2194 -0.019 0.029 -0.002 0.113
H -4.4195 1.1987 -0.1266 -0.005 -0.008 -0.024 0.108
H 0.8907 2.3185 5.6137 0.013 -0.005 0.012 0.112
H -2.9913 2.7481 2.0809 0.003 0.002 0.002 0.121
H -4.7816 3.3377 -1.2224 0.001 -0.007 0.006 0.111
H 0.0540 -2.8010 0.2493 0.019 -0.016 -0.011 0.098
H -3.1934 -0.9365 -0.8816 0.086 -0.005 -0.009 0.099
H -1.5148 -1.4439 -1.1409 -0.215 -0.120 0.280 0.074
H 1.0367 1.7888 1.7656 -0.028 -0.017 0.133 0.079
H -0.9249 -2.2534 2.5455 -0.018 -0.022 -0.019 0.090
H 3.5164 6.0189 2.6468 0.013 0.008 -0.006 0.112
```
Forces are in eV/Å.

Energy: -73045.5683 eV
HOMO energy (alpha / beta): -10.59 / -10.59 eV
Energy above the lowest of the compared OMol25 structures with the same formula, charge and spin: 51.4 kJ/mol
Net charge: +1
LUMO (alpha / beta): -4.55 / -4.54 eV